{"formula": "C6H14FN3O2", "method": "ωB97M-V/def2-TZVPD", "e_above_lowest_kcal_mol": 35.8, "multiplicity": 1, "elements": ["C", "C", "C", "C", "C", "C", "N", "N", "N", "O", "O", "F", "H", "H", "H", "H", "H", "H", "H", "H", "H", "H", "H", "H", "H", "H"], "positions_angstrom": [[-1.869, -0.081, -1.396], [-2.020, 1.731, 0.425], [4.030, -1.013, -0.509], [-0.585, -0.375, 0.771], [0.718, 0.241, 0.060], [-1.787, 0.168, 0.102], [2.624, -1.067, -0.543], [-2.985, -0.545, 0.710], [1.911, -0.511, 0.455], [-3.150, -0.515, 1.932], [2.430, -0.192, 1.528], [-2.717, -2.048, 0.200], [-1.805, -1.113, -1.483], [-1.179, 0.524, -2.040], [-2.825, 0.417, -1.739], [-1.753, 1.879, 1.466], [-1.352, 2.384, -0.174], [-3.084, 2.159, 0.188], [4.478, -1.704, -1.293], [4.328, -0.007, -0.738], [4.415, -1.441, 0.459], [-0.489, -1.394, 0.669], [-0.765, -0.120, 1.836], [0.492, 0.259, -1.063], [0.805, 1.271, 0.434], [2.246, -1.571, -1.286]]}

=====

{"formula": "C6H14FN4O", "method": "ωB97M-V/def2-TZVPD", "charge": 1, "smiles": "CCCNN1C(N)=[NH+]CO[C@H]1F", "total_energy_ev": -17166.704, "multiplicity": 1, "elements": ["C", "C", "C", "N", "N", "C", "N", "N", "C", "O", "C", "F", "H", "H", "H", "H", "H", "H", "H", "H", "H", "H", "H", "H", "H", "H"], "positions_angstrom": [[2.880, 0.270, 0.767], [2.357, -1.087, 0.327], [0.873, -1.096, -0.015], [0.069, -0.588, 1.119], [-1.024, 0.261, 0.751], [-1.893, -0.292, -0.170], [-2.595, -1.318, 0.246], [-2.024, 0.160, -1.442], [-1.462, 1.515, -1.663], [-1.423, 2.192, -0.450], [-0.636, 1.645, 0.550], [-0.921, 2.352, 1.666], [2.345, 0.649, 1.637], [2.794, 1.002, -0.039], [3.932, 0.203, 1.034], [2.559, -1.842, 1.087], [2.887, -1.410, -0.570], [0.567, -2.116, -0.267], [0.697, -0.461, -0.886], [-0.306, -1.344, 1.674], [-2.691, -1.465, 1.240], [-3.049, -1.959, -0.388], [-1.711, -0.524, -2.126], [-2.170, 2.063, -2.273], [-0.495, 1.470, -2.173], [0.439, 1.718, 0.364]]}

=====

{"formula": "C6H14FeK4N2O14P3", "method": "ωB97M-V/def2-TZVPD", "charge": -1, "total_energy_ev": -165652.078, "multiplicity": 7, "elements": ["K", "K", "K", "K", "Fe", "P", "O", "O", "O", "O", "P", "O", "O", "O", "O", "P", "O", "O", "O", "O", "C", "O", "N", "C", "C", "H", "H", "H", "H", "H", "H", "H", "C", "O", "N", "C", "C", "H", "H", "H", "H", "H", "H", "H"], "positions_angstrom": [[0.304, 3.239, 2.992], [-3.268, 4.827, 1.563], [-2.971, 1.319, -2.952], [1.154, 4.179, -1.530], [-2.628, 0.400, 0.688], [-4.362, -0.756, -1.002], [-5.130, 0.203, -1.974], [-4.378, -0.263, 0.488], [-2.847, -0.355, -0.971], [-4.652, -2.304, -1.072], [-2.751, -0.381, 3.343], [-2.338, -0.935, 1.990], [-2.132, 0.657, 4.126], [-4.235, 0.007, 3.581], [-2.893, 0.909, 2.506], [-1.261, 2.490, -0.242], [-0.970, 1.129, 0.436], [-0.899, 2.601, -1.752], [-0.734, 3.635, 0.677], [-2.764, 2.158, 0.059], [2.563, -1.154, -4.798], [2.301, -0.560, -5.841], [2.160, -0.769, -3.509], [1.239, 0.287, -3.303], [2.375, -1.603, -2.346], [3.210, -2.041, -4.728], [1.439, 0.925, -2.442], [0.204, -0.051, -3.255], [1.178, 0.951, -4.166], [3.375, -1.602, -1.913], [1.676, -1.299, -1.566], [2.364, -2.626, -2.721], [1.236, 0.096, 2.890], [1.441, 0.704, 4.018], [1.949, -0.996, 2.585], [1.953, -1.490, 1.152], [2.947, -1.578, 3.488], [0.548, 0.335, 2.065], [2.205, -2.548, 1.233], [2.666, -1.002, 0.488], [0.963, -1.403, 0.705], [3.497, -0.847, 4.083], [2.557, -2.426, 4.050], [3.707, -2.065, 2.877]]}

=====

{"formula": "C6H14LaO3", "method": "ωB97M-V/def2-TZVPD", "charge": 2, "total_energy_ev": -13424.588, "multiplicity": 2, "elements": ["H", "C", "O", "C", "C", "O", "C", "C", "O", "C", "La", "H", "H", "H", "H", "H", "H", "H", "H", "H", "H", "H", "H", "H"], "positions_angstrom": [[0.237, -3.628, 2.540], [0.662, 3.906, 0.164], [0.743, 2.457, 0.274], [1.551, 1.882, 1.021], [1.555, 0.418, 1.085], [0.614, -0.153, 0.235], [0.145, -1.533, 0.629], [-1.171, -1.775, -0.060], [-1.013, -1.462, -1.443], [-2.101, -1.894, -2.258], [0.331, 0.123, -2.256], [0.884, 4.134, -0.880], [-0.370, 4.160, 0.413], [1.378, 4.367, 0.850], [2.239, 2.457, 1.656], [1.355, 0.166, 2.146], [2.596, 0.087, 0.890], [-0.032, -1.514, 1.712], [0.916, -2.227, 0.263], [-1.964, -1.143, 0.368], [-1.450, -2.831, 0.058], [-1.898, -1.563, -3.283], [-2.169, -2.991, -2.225], [-3.038, -1.443, -1.899]]}

=====

{"formula": "C6H14N2", "method": "ωB97M-V/def2-TZVPD", "e_above_lowest_kcal_mol": 129.2, "multiplicity": 1, "elements": ["C", "C", "C", "C", "C", "C", "N", "N", "H", "H", "H", "H", "H", "H", "H", "H", "H", "H", "H", "H", "H", "H"], "positions_angstrom": [[-2.705, -1.313, -0.142], [-1.572, -0.724, 0.235], [1.400, 1.021, -0.983], [0.852, 0.331, 1.421], [1.630, -1.346, -0.334], [0.720, -0.158, -0.084], [-1.385, 2.126, -0.641], [-0.553, -0.396, -0.470], [-3.383, -1.661, 0.623], [-2.871, -1.874, -1.110], [-1.648, -0.228, 1.247], [2.430, 1.029, -0.689], [1.419, 0.679, -2.011], [0.869, 2.064, -0.781], [0.600, -0.537, 2.156], [0.234, 1.238, 1.644], [1.860, 0.687, 1.552], [1.219, -2.182, 0.228], [1.851, -1.514, -1.472], [2.552, -1.148, 0.159], [-1.220, 2.172, 0.313], [-2.302, 1.733, -0.861]]}

=====

{"formula": "C6H14N2", "method": "ωB97M-V/def2-TZVPD", "smiles": "C=CC[C@@H](C)C(N)N", "e_above_lowest_kcal_mol": 61.9, "multiplicity": 1, "elements": ["C", "C", "C", "C", "C", "C", "N", "N", "H", "H", "H", "H", "H", "H", "H", "H", "H", "H", "H", "H", "H", "H"], "positions_angstrom": [[0.218, -1.661, -2.925], [-0.136, -1.754, -1.643], [-0.525, -0.291, -0.679], [0.169, -0.563, 0.569], [1.684, -0.566, 0.561], [-0.407, 0.941, 1.469], [-1.820, 1.190, 1.460], [0.313, 2.132, 1.126], [0.385, -0.693, -3.394], [0.308, -2.535, -3.570], [-0.304, -2.737, -1.204], [-1.610, -0.347, -0.627], [-0.142, 0.555, -1.249], [-0.255, -1.404, 1.121], [2.062, -1.522, 0.190], [2.078, 0.231, -0.073], [2.075, -0.422, 1.573], [-0.116, 0.634, 2.476], [-2.085, 1.840, 2.197], [-2.107, 1.613, 0.583], [0.040, 2.495, 0.221], [0.174, 2.864, 1.819]]}

=====

{"formula": "C6H14N2", "method": "ωB97M-V/def2-TZVPD", "smiles": "C=CCCCNCN", "e_above_lowest_kcal_mol": 34.2, "multiplicity": 1, "elements": ["C", "C", "C", "C", "C", "N", "C", "N", "H", "H", "H", "H", "H", "H", "H", "H", "H", "H", "H", "H", "H", "H"], "positions_angstrom": [[-0.661, -2.585, 1.059], [0.245, -1.883, 1.713], [0.237, -0.415, 1.959], [-0.891, 0.443, 1.345], [-0.403, 1.279, 0.176], [-0.402, 0.453, -1.056], [0.125, 1.186, -2.198], [1.434, 0.639, -2.595], [-1.494, -2.175, 0.501], [-0.556, -3.665, 1.017], [1.121, -2.345, 2.151], [1.188, 0.029, 1.657], [0.276, -0.227, 3.038], [-1.302, 1.049, 2.152], [-1.671, -0.219, 0.984], [-1.084, 2.103, -0.060], [0.593, 1.683, 0.396], [0.264, -0.292, -0.864], [0.177, 2.263, -2.004], [-0.597, 1.093, -3.014], [1.328, 0.198, -3.507], [2.073, 1.388, -2.849]]}

=====

{"formula": "C6H14N2", "method": "ωB97M-V/def2-TZVPD", "e_above_lowest_kcal_mol": 302.6, "multiplicity": 1, "elements": ["N", "C", "C", "C", "C", "C", "N", "C", "H", "H", "H", "H", "H", "H", "H", "H", "H", "H", "H", "H", "H", "H"], "positions_angstrom": [[-0.043, -0.045, 2.141], [0.074, -0.100, 0.628], [1.518, -0.397, 0.138], [2.190, -1.737, 0.531], [3.151, -0.970, 1.147], [-0.774, 0.864, -0.131], [-2.060, 0.506, -0.460], [-2.234, 0.332, -1.884], [-1.041, -0.119, 2.332], [0.144, 0.963, 2.056], [-0.453, -1.000, 0.299], [1.329, -0.606, -0.919], [1.968, 0.611, 0.034], [2.344, -2.523, -0.196], [3.389, -0.748, 2.194], [4.079, -0.654, 0.587], [-0.516, 1.885, -0.450], [-3.170, -0.151, -2.150], [-2.628, 1.300, -0.071], [-2.093, 1.270, -2.426], [-1.357, -0.306, -2.115], [-3.815, 1.624, -1.287]]}

=====

- Which value of multiplicity does entry 2 give?
  1